(1)
70
Properties=species:S:1:pos:R:3:forces:R:3 method="wB97M-V/def2-TZVPD" orbital_gap_ev=5.196 fmax_ev_per_a=3.69 e_lumo_ev=-7.52 total_charge=+2 total_energy_ha=-7001.7269
Ba 2.6930 -0.8166 -4.0473 2.496 -1.839 -0.794
Br 0.9359 3.3020 4.5405 -0.459 -0.213 -0.269
Br 2.2507 -0.0308 3.9681 -0.241 0.211 0.097
F -4.1234 0.6080 1.1929 0.530 0.146 -0.291
F 0.3132 0.2309 -3.6627 0.959 1.315 0.588
F 1.4249 3.1248 -3.9391 -0.144 -1.089 1.006
O 1.5433 -0.4093 -1.9332 -1.593 0.426 -1.334
O -0.3770 3.4280 -2.6907 1.144 -0.652 0.169
O 4.3993 -2.7921 -2.5069 -0.441 0.640 -0.798
N -1.4472 1.1153 -1.1317 -0.364 -0.274 1.357
N 3.6724 -1.3201 -0.8892 0.647 -0.802 0.149
N -2.0388 1.1783 1.7421 -0.065 -0.096 -2.247
N 1.1976 1.8003 -2.0191 -2.484 0.035 -2.734
C 0.6286 2.8400 -2.8646 -1.061 1.553 -0.538
C -6.6294 0.5746 -0.8652 1.010 0.010 0.198
C -0.5264 -0.6886 3.9566 0.379 -0.400 0.348
C 0.2559 1.8652 2.0975 -0.125 0.202 0.758
C 2.6864 -1.3391 0.2067 -0.409 -0.434 0.601
C -6.5674 -1.9091 -0.5487 0.508 -0.213 -0.127
C -0.5226 1.4752 -0.1818 0.147 -0.106 -0.840
C 0.7831 1.8423 -0.6268 1.120 0.543 1.884
C -2.6308 0.8319 -0.6368 -0.532 -0.189 -0.956
C -4.6157 -3.2540 -0.9602 -0.520 -0.525 0.260
C 1.7840 2.2383 0.2408 0.250 -0.015 0.653
C -3.7478 0.4635 -1.6308 1.001 -0.653 -0.014
C 3.8806 -3.8268 -0.3671 0.562 0.973 -0.966
C 4.0301 1.5249 -0.8586 1.036 1.248 0.468
C -0.0246 1.8503 3.6154 0.506 -0.530 -0.378
C -0.8200 1.4876 1.1920 2.219 0.702 1.314
C -3.8845 -2.1126 -1.3180 -0.124 0.202 0.114
C 3.1632 2.6762 -0.2652 -0.481 -0.377 -0.597
C 4.9691 -0.7057 -0.4409 0.607 0.649 0.151
C 1.0375 0.5345 -2.5120 -1.115 -0.165 3.017
C 4.0078 -2.6412 -1.3689 -0.295 -0.545 1.875
C -2.8817 0.8892 0.8021 -0.572 -0.120 0.485
C 0.3911 0.5148 4.2967 -1.131 -0.263 0.340
C -4.4768 -0.8373 -1.2792 -1.471 0.113 0.358
C -5.8456 -0.7492 -0.9069 -0.618 -0.219 0.006
C 1.5161 2.2330 1.6499 -0.709 -0.188 -1.283
C 4.7477 0.6756 0.2267 -0.822 -0.104 -0.820
C -5.9670 -3.1807 -0.5677 0.422 1.237 -0.200
H 3.4760 0.8943 -1.5765 0.099 0.296 0.589
H 2.3112 2.5443 2.3337 -0.506 -0.130 -0.188
H -0.3996 -1.4349 4.7664 0.002 0.339 -0.480
H 0.3111 0.6757 5.3870 0.324 0.033 -0.583
H -4.4050 1.3402 -1.7447 0.058 -0.515 0.134
H -4.1699 -4.2580 -0.9525 0.094 0.620 -0.178
H -6.8227 0.9975 -1.8678 -0.036 -0.359 0.351
H 4.8441 2.0225 -1.4314 -0.507 -0.272 0.100
H 4.1226 0.6679 1.1387 0.329 -0.428 -0.323
H -7.6160 -1.8055 -0.2367 0.525 -0.050 -0.212
H -6.0063 1.3241 -0.3350 -0.630 -0.260 -0.112
H 1.8649 -2.0267 -0.0719 0.438 0.324 0.318
H -3.2525 0.3030 -2.6099 -0.110 0.340 0.510
H 2.2163 -0.3568 0.3854 0.468 -0.334 -0.299
H -1.6017 -0.4375 3.9418 0.556 0.145 -0.152
H 5.7005 1.1655 0.5016 -0.373 -0.503 -0.202
H 5.5573 -0.5153 -1.3620 -0.075 -0.288 0.540
H -2.8374 -2.2238 -1.6327 -0.401 0.064 0.160
H -7.5761 0.4368 -0.3223 0.386 0.149 -0.301
H -0.2113 -1.1918 3.0243 -0.360 0.386 0.259
H 3.6891 3.1624 0.5769 -0.117 -0.126 -0.609
H 5.5363 -1.4000 0.2115 -0.290 0.273 -0.237
H -1.1041 1.9751 3.8077 0.601 0.093 -0.048
H 4.2626 -3.5208 0.6202 -0.390 -0.104 -0.326
H 3.1290 -1.6537 1.1758 -0.241 0.065 -0.535
H -6.5528 -4.0559 -0.2737 0.414 0.240 -0.171
H 2.8089 -4.0750 -0.3165 0.505 -0.266 0.170
H 3.0250 3.3952 -1.1012 0.052 -0.039 0.742
H 4.5156 -4.6404 -0.7448 -0.582 0.114 0.069

---

(2)
11
Properties=species:S:1:pos:R:3:forces:R:3 method="wB97M-V/def2-TZVPD" orbital_gap_ev="6.609 / 9.064" fmax_ev_per_a=3.81 de_lowest_ev=3.937 e_lumo_ev="-1.41 / 0.26" total_charge=0 total_energy_ha=-591.1883
S -0.3792 0.2219 1.2159 -0.216 -0.154 0.229
O -3.7460 -0.3115 -0.0902 -0.532 -0.296 0.070
C 1.4999 0.0021 -0.8621 -0.541 0.410 -2.019
C 1.0191 0.8664 0.2914 2.154 -1.413 1.066
C -3.0732 -0.9496 0.6077 1.707 2.808 -1.938
H 1.9194 0.7741 0.9946 -1.380 0.178 -0.175
H 1.0363 0.2617 -1.8737 0.159 -0.667 1.459
H 1.3933 -1.0223 -0.5798 -0.861 -0.835 -0.136
H 2.5589 -0.0128 -1.0759 0.598 0.939 0.261
H 0.9655 1.9015 0.1047 -0.405 1.182 -0.563
H -3.1940 -1.7316 1.2673 -0.681 -2.152 1.746

---

(3)
14
Properties=species:S:1:pos:R:3:forces:R:3 method="wB97M-V/def2-TZVPD" orbital_gap_ev=8.131 fmax_ev_per_a=7.16 de_lowest_ev=3.302 e_lumo_ev=0.11 total_charge=0 total_energy_ha=-415.9193 smiles=COc1cnc(O)[nH]1
O 1.5812 0.6447 -0.1236 -0.499 1.601 0.005
O -2.8630 -0.8133 -0.0433 3.265 -2.831 2.370
N -1.8915 1.3958 -0.0198 -0.493 0.592 0.783
N -0.5530 -0.3287 -0.0573 0.845 -6.582 -2.682
C -1.8176 0.1259 -0.0498 -2.269 -1.296 -0.171
C -0.5632 1.8091 0.0596 -0.023 -0.909 -0.894
C 0.2440 0.7357 -0.0693 0.982 1.899 0.506
C 2.1111 -0.6038 0.0520 -0.732 -2.340 1.557
H -2.3833 -1.7097 0.5125 -2.419 4.054 -2.496
H -0.2489 2.7935 0.0536 0.232 1.792 0.175
H 1.5354 -1.3265 -0.6320 1.692 0.531 0.762
H 1.9933 -1.0208 1.1687 0.167 0.910 -2.221
H 3.1573 -0.4342 -0.1538 0.272 -0.824 -0.274
H -0.3017 -1.2676 -0.6976 -1.021 3.402 2.579

---

(4)
49
Properties=species:S:1:pos:R:3:forces:R:3 method="wB97M-V/def2-TZVPD" orbital_gap_ev=8.439 fmax_ev_per_a=4.66 de_lowest_ev=2.419 e_lumo_ev=0.16 total_charge=0 total_energy_ha=-2652.3482 smiles="CCOC(=O)COc1cc(-n2c(=S)[nH]c3cc(OC)c(OC)cc3c2=O)c(Cl)cc1Cl"
Cl -2.0652 -2.3666 1.7099 0.996 -0.436 -0.572
Cl 1.4531 -6.1975 0.9019 0.841 0.329 -0.532
S -1.9641 -2.5375 -2.6689 0.938 -1.240 0.379
O 2.9751 -4.1775 -1.0701 -2.340 1.053 -1.261
O 0.1149 0.5268 0.7359 -0.427 -1.138 -0.411
O -4.2097 4.1737 -2.1794 -0.404 -0.981 0.574
O 4.7323 -1.7066 -0.4382 -1.306 -2.057 2.050
O 4.2122 -2.4909 1.6473 0.206 -0.246 -0.032
O -2.0384 5.1286 -0.3990 0.482 -2.853 0.100
N -2.7262 -0.2372 -2.1599 3.002 -1.212 3.352
N -0.8479 -1.0262 -0.6721 -1.987 0.650 -1.906
C -3.3325 1.9741 -2.1274 -0.990 2.250 0.807
C -2.5389 0.9772 -1.6278 0.907 3.868 0.239
C 4.3238 -2.6080 0.3196 1.815 2.105 -2.469
C 0.1039 -4.0247 1.2996 -0.721 -1.246 0.222
C 4.6805 -1.2917 2.2809 -0.100 1.891 0.957
C -1.4692 1.3876 -0.7613 -2.082 -3.720 -0.771
C -1.1698 5.3937 0.7475 0.034 -0.798 1.093
C -1.7991 -1.2035 -1.7326 -0.664 -1.253 -1.617
C -2.2346 3.7271 -0.7647 0.344 -0.257 -0.130
C -0.6038 -2.9146 0.8574 -0.251 0.517 0.469
C 3.5487 -0.2868 2.5422 -0.146 0.582 -1.373
C -3.2857 3.2929 -1.6702 2.036 0.983 0.626
C 4.0601 -4.0338 -0.2180 0.926 -1.289 1.034
C 1.1217 -4.5284 0.4796 -0.256 -0.287 0.670
C 1.1365 -2.5277 -0.7685 0.145 0.483 -1.075
C -5.2472 4.3140 -1.1946 -1.169 -0.476 0.607
C -0.1131 -2.1807 -0.2350 0.274 -0.399 1.068
C 1.7464 -3.7785 -0.5370 0.058 0.412 1.381
C -1.3685 2.6761 -0.3375 -0.041 2.803 0.606
C -0.6918 0.2518 -0.1390 1.487 2.400 0.796
H -2.9876 -0.2502 -3.1122 -0.393 -0.688 -0.813
H 3.1677 -0.0834 1.4898 0.018 0.315 1.460
H -6.0286 4.9481 -1.6319 0.412 0.032 0.157
H 1.5970 -1.7500 -1.4090 -0.155 -0.913 0.121
H -0.5658 2.9203 0.3680 -0.325 -0.230 -0.292
H -5.8229 3.3490 -0.8168 1.635 1.437 -1.070
H -1.0475 6.4522 0.7724 -0.349 0.893 -0.186
H 5.4451 -0.7406 1.7395 0.017 -0.555 -0.704
H -1.6818 5.1070 1.7278 0.642 0.050 -1.358
H 3.8246 -4.6831 0.6499 0.784 0.206 -0.166
H -0.0665 5.0610 0.7952 -1.823 -0.353 -0.769
H 4.9368 -4.4518 -0.8447 -1.132 1.020 1.392
H 2.7330 -0.7432 3.1275 0.360 0.349 -0.139
H -0.1643 -4.7074 2.1864 -0.001 1.576 -1.564
H -4.1650 1.8662 -2.7986 -0.116 -0.727 -0.360
H 5.1351 -1.4790 3.2464 0.030 -1.128 0.056
H -4.7509 4.7905 -0.3460 -0.562 0.055 0.236
H 3.9381 0.6893 3.0358 -0.647 -1.776 -0.880

---

(5)
27
Properties=species:S:1:pos:R:3:forces:R:3 method="wB97M-V/def2-TZVPD" orbital_gap_ev=9.133 fmax_ev_per_a=2.80 de_lowest_ev=1.454 e_lumo_ev=0.86 total_charge=0 total_energy_ha=-465.8444 smiles=Cc1ccc(O)cc1.CCC
O -1.4760 1.8547 2.9809 -0.350 0.259 -0.060
C 0.7681 1.2389 -2.6758 -1.325 0.605 0.550
C 2.6597 0.6363 -1.2262 -0.391 -0.389 0.494
C -1.3696 0.6815 2.2801 0.766 0.551 0.292
C 0.0519 -1.1450 1.7117 -0.576 0.291 -0.663
C -0.4805 -2.3776 -0.3823 -1.948 -2.009 0.180
C -0.1239 0.0424 2.3855 -0.564 -0.471 0.428
C -2.2137 -1.0643 0.8611 0.625 1.160 -0.409
C -0.9386 -1.5836 0.8060 0.489 -0.426 0.000
C -2.3902 0.1560 1.5345 -0.969 -0.883 0.196
C 1.2335 1.2109 -1.2016 1.265 -0.048 -1.204
H 0.0358 -1.7369 -1.0498 1.235 0.345 -0.434
H -1.3162 -2.7244 -1.0094 -0.328 0.376 0.298
H -3.3677 0.6298 1.5213 0.087 0.078 0.053
H 2.6080 -0.4032 -1.5368 -0.043 -0.371 0.138
H -2.3355 2.2732 2.8220 0.272 -0.252 0.006
H 3.0972 0.6699 -0.2253 0.324 0.060 -0.234
H 3.2954 1.0839 -1.9936 -0.012 0.458 0.359
H 0.6132 0.4660 3.0545 0.046 -0.051 -0.031
H 0.6044 0.6291 -0.5457 -0.248 -0.208 0.139
H -0.2644 0.9046 -2.8226 0.044 -0.134 0.217
H -0.0438 -3.3580 -0.1602 0.858 0.551 0.103
H -2.9874 -1.4833 0.2268 -0.001 0.179 0.026
H 1.2973 2.2251 -0.8062 -0.277 0.007 0.033
H 0.7314 2.2860 -2.9751 0.326 -0.063 -0.475
H 1.3735 0.6454 -3.3519 0.287 0.062 0.019
H 0.9381 -1.7574 1.7780 0.409 0.322 -0.023

---

(6)
68
Properties=species:S:1:pos:R:3:forces:R:3 method="wB97M-V/def2-TZVPD" orbital_gap_ev="6.149 / 6.150" fmax_ev_per_a=0.87 e_lumo_ev="-8.29 / -8.29" total_charge=+2 total_energy_ha=-5051.8003
W -0.0211 -0.6285 0.4781 0.425 -0.270 -0.156
Se -0.7374 -0.6131 2.8144 -0.125 -0.005 0.093
P -1.6783 -1.4257 -2.5623 -0.053 0.126 0.039
F -0.7103 2.6917 1.8677 -0.001 -0.040 0.018
F 0.3122 4.5416 1.3497 -0.042 0.018 0.022
F -2.5943 4.1897 0.9901 0.003 0.046 0.016
F -2.0504 3.0634 -0.7722 -0.039 -0.007 0.024
F -1.3703 5.1086 -0.5405 -0.003 -0.031 -0.032
O 0.8500 3.1105 -1.2091 -0.204 -0.088 -0.194
O 3.5613 -2.1166 1.8650 0.002 -0.091 -0.199
O 1.5653 -1.7758 0.8927 -0.340 0.116 0.202
O -0.4883 0.9135 -0.0738 -0.189 0.251 -0.548
N -3.7982 -0.0487 -1.3222 -0.002 0.050 -0.005
N -1.2060 -4.1056 -1.7394 0.002 -0.057 0.026
N 0.8826 -0.6335 -1.6193 -0.124 0.212 -0.081
N -2.2799 -0.6838 0.1246 -0.092 -0.013 0.248
N 1.7474 0.7096 0.9373 -0.088 0.014 -0.135
N 0.4450 0.0858 -3.6458 -0.014 -0.002 0.001
N 2.8352 0.7157 5.5277 0.003 0.010 -0.049
N -0.5499 -2.5716 -0.3350 0.263 -0.116 0.026
C 2.7291 -1.3903 1.4177 0.111 0.144 0.236
C -0.3480 3.4806 0.8358 -0.151 -0.072 -0.145
C -0.6778 -4.7531 -0.6497 -0.034 0.023 -0.035
C 2.9348 2.7617 0.9192 0.058 0.003 0.033
C 1.7325 0.4436 -3.3611 -0.012 0.009 -0.042
C -3.2876 -0.0603 0.8060 0.034 -0.048 0.016
C 1.8101 1.5172 5.2509 -0.002 -0.047 -0.036
C 2.8131 -0.5177 5.0349 0.001 0.019 0.041
C 1.9932 -0.0022 -2.1018 0.021 -0.071 0.030
C 1.7922 2.0233 0.6598 -0.116 -0.187 0.039
C 4.0228 0.7684 1.6673 0.000 -0.037 0.062
C 0.7347 1.1400 4.4539 0.183 0.055 -0.068
C 4.0528 2.1377 1.4557 -0.016 0.057 0.007
C -0.2611 -3.7957 0.2207 -0.006 0.020 -0.005
C -4.5008 0.2441 -2.5725 -0.025 -0.020 0.003
C 0.7590 -0.1402 3.9228 0.018 -0.057 0.029
C -0.0544 -0.5623 -2.5737 0.032 -0.116 -0.025
C -1.6240 3.9851 0.1064 0.037 0.000 -0.006
C -0.2465 0.4209 -4.8910 0.011 -0.013 -0.026
C 0.6739 2.7670 -0.0775 0.610 0.405 0.465
C -1.7798 -4.7545 -2.9215 -0.003 -0.006 -0.005
C -2.6037 -0.6546 -1.1748 -0.001 -0.041 -0.032
C -1.1134 -2.7888 -1.5183 -0.037 -0.046 -0.031
C -4.2399 0.3280 -0.0853 -0.006 -0.004 -0.041
C 1.7912 -1.0059 4.2257 -0.052 -0.143 0.192
C 2.8542 0.1013 1.3790 -0.039 0.006 -0.020
H 1.8399 2.5109 5.6824 0.010 -0.001 0.017
H -3.2688 0.0704 1.8732 -0.006 0.006 0.006
H -5.1824 0.8274 0.0588 -0.003 -0.006 -0.005
H 3.6452 -1.1607 5.2975 0.003 0.007 -0.004
H 2.3444 0.9806 -4.0652 0.000 -0.013 -0.006
H 0.3933 0.1764 -5.7347 0.012 -0.003 0.008
H 2.9455 3.8164 0.6808 -0.002 0.002 0.005
H -1.6128 -5.8237 -2.8379 0.007 0.001 0.007
H -5.5696 0.1397 -2.4081 0.002 -0.004 0.010
H 0.2248 -3.8961 1.1740 0.006 -0.002 -0.003
H 2.9061 0.0770 -1.5366 -0.014 0.026 0.022
H -0.4800 1.4833 -4.9029 0.002 0.001 0.013
H 4.8743 0.2068 2.0262 0.001 0.004 0.000
H 1.8097 -2.0358 3.8977 -0.023 0.042 -0.070
H -4.1942 -0.4593 -3.3416 0.007 -0.004 0.004
H -0.6396 -5.8266 -0.5861 -0.001 0.000 -0.008
H -2.8493 -4.5645 -2.9730 -0.001 0.003 0.011
H 4.9460 2.7103 1.6665 0.002 -0.004 0.006
H -1.1643 -0.1555 -4.9660 0.002 -0.007 0.006
H -1.2908 -4.3907 -3.8217 0.006 0.008 0.006
H -0.0700 1.8322 4.2500 -0.015 -0.013 0.015
H -4.2786 1.2608 -2.8898 0.007 0.003 0.005

---

(7)
55
Properties=species:S:1:pos:R:3:forces:R:3 method="wB97M-V/def2-TZVPD" orbital_gap_ev="6.093 / 5.408" fmax_ev_per_a=2.01 de_lowest_ev=0.000 e_lumo_ev="-5.70 / -6.35" total_charge=+1 multiplicity=2 total_energy_ha=-5434.7404
As -1.7323 -1.8914 -1.2469 -0.633 -1.177 -0.149
Mn 0.6416 -0.1639 -0.3968 -0.408 1.309 1.473
S 0.7173 -3.4881 0.2615 -0.513 -0.174 0.122
O -1.0146 -0.3191 -1.0166 0.832 0.670 0.125
O 1.7845 -1.1702 2.0787 0.027 0.437 0.220
O -3.3669 -1.4483 -1.6576 -0.002 0.247 0.205
O 0.6945 -2.0246 -0.2580 0.357 -0.547 -0.361
O 1.6360 -3.5626 1.4358 0.027 -0.126 0.089
O -1.0683 -2.7558 -2.4330 0.192 -0.089 -0.121
N 0.5097 1.6649 -0.6738 0.133 -0.228 -0.222
N -1.2274 2.1092 0.8705 -0.192 0.181 -0.229
N 0.1963 0.2718 1.4476 -0.233 -0.183 -0.634
N 2.1116 1.9324 -2.3898 -0.190 0.196 -0.163
N 2.5371 0.0045 -0.9900 -0.639 -0.029 -0.754
C 2.8333 0.8218 -2.0510 0.194 -0.173 0.275
C -0.9307 -3.4491 1.0566 0.357 0.036 -0.138
C -0.0990 -0.8494 3.5300 -0.037 0.082 -0.022
C 0.3192 3.5603 -1.9754 -0.336 0.072 0.190
C -1.6056 4.6393 -0.9763 -0.024 -0.012 0.094
C -0.4788 5.5850 -2.9060 0.058 -0.028 -0.028
C -3.2034 -2.6592 1.1198 0.065 0.038 -0.093
C 3.3871 -1.0036 -0.7021 0.157 -0.282 0.175
C 0.4454 4.5452 -2.9325 0.101 -0.022 -0.030
C -3.3863 -3.3345 2.3192 -0.015 -0.016 0.054
C 3.9633 0.5717 -2.8402 0.070 -0.024 0.017
C -2.3519 -4.0748 2.8741 -0.045 0.001 0.014
C 4.5091 -1.2772 -1.4423 -0.034 0.076 0.044
C 0.6295 -0.6016 2.3790 0.098 -0.089 -0.076
C -0.5371 2.4119 -0.1730 -0.014 -0.123 0.316
C -0.6916 3.6062 -1.0077 0.168 0.090 -0.354
C -1.6424 0.8589 2.8402 -0.041 0.100 -0.093
C 1.0789 2.3289 -1.7384 0.266 -0.008 -0.011
C -1.1159 -4.1351 2.2433 0.048 0.004 -0.050
C -1.4851 5.6292 -1.9470 -0.058 0.012 0.058
C -0.8884 1.0737 1.6915 0.155 -0.207 0.187
C -1.9691 -2.7227 0.4848 0.032 0.289 -0.263
C -1.2660 -0.1276 3.7328 0.070 -0.052 -0.002
C 4.7931 -0.4858 -2.5546 -0.112 0.077 0.022
H -2.1914 6.4484 -1.9570 0.013 0.001 -0.006
H 1.2300 4.5005 -3.6758 -0.014 0.014 -0.003
H 5.1448 -2.1019 -1.1557 -0.001 0.014 0.026
H -0.2928 -4.6964 2.6670 -0.021 -0.002 0.027
H 4.1474 1.2458 -3.6631 -0.026 -0.013 -0.013
H 3.1469 -1.5894 0.1713 -0.085 -0.027 -0.049
H -4.3486 -3.2889 2.8116 0.011 -0.020 0.016
H -4.0104 -2.0961 0.6698 -0.017 -0.032 0.022
H 1.7175 -2.1776 2.0609 0.190 -0.312 0.018
H 0.2673 -1.5792 4.2371 0.002 0.013 0.011
H -0.4160 6.3710 -3.6463 -0.005 0.000 0.005
H -2.5051 1.4869 3.0044 0.022 0.016 -0.011
H 5.6553 -0.6915 -3.1740 0.007 0.015 0.002
H -2.3877 4.6727 -0.2301 0.005 -0.005 -0.004
H -3.5145 -1.6523 -2.5928 0.043 -0.006 0.060
H -1.8630 -0.3085 4.6166 0.007 0.005 0.008
H -2.5061 -4.6133 3.7999 -0.011 0.012 0.003

---

(8)
13
Properties=species:S:1:pos:R:3:forces:R:3 method="wB97M-V/def2-TZVPD" orbital_gap_ev=10.012 fmax_ev_per_a=0.75 de_lowest_ev=5.636 e_lumo_ev=-0.25 total_charge=0 total_energy_ha=-307.2563
O 0.0420 -0.3742 1.8027 -0.102 0.220 0.014
C -0.5413 -0.8722 -0.5136 -0.035 -0.036 -0.024
C -1.2281 0.4018 -0.7302 -0.217 0.488 -0.052
C 0.5631 -0.7305 0.5478 0.060 -0.203 -0.199
C 1.5812 1.3362 -0.6278 0.059 -0.628 0.405
C 1.6313 0.2560 0.1011 -0.114 0.534 -0.324
C -1.7599 1.4760 -0.8584 0.246 -0.455 0.056
H 2.6487 0.1450 0.4991 -0.041 0.085 -0.051
H -2.2422 2.4198 -0.9928 0.114 -0.163 0.021
H -0.3599 0.5020 1.6991 0.029 -0.127 0.113
H 1.0254 -1.7107 0.6937 -0.039 0.122 -0.056
H -1.2576 -1.6252 -0.1665 0.105 0.114 -0.035
H -0.1027 -1.2240 -1.4541 -0.064 0.049 0.132